1.
The following is a DFT calculation (ωB97M-V/def2-TZVPD) of C15H17F3GdIN2O2PS6Sb as an isolated structure.

Properties
* highest occupied orbital energy (alpha / beta): -1.134 / -1.154 eV
* gap between HOMO and LUMO (alpha / beta): 4.8 / 4.8 eV
* E_LUMO (alpha / beta): 3.7 / 3.7 eV
* expectation value of S²: 16.031
* spin multiplicity: 8
* relative energy (zero: lowest compared OMol25 entry of this formula, charge and spin): 0.013 eV
* charge: -2

Positions of all 49 atoms, in Å:
Gd1 0.8223 -0.0245 0.1659
S1 0.5711 -1.0904 5.2848
Sb1 1.5095 -1.7368 3.2563
S2 -0.3945 -1.9071 1.7126
S3 2.4006 0.3268 2.2356
F1 5.1008 -1.7380 -3.6012
C1 5.3973 -2.1933 -2.3676
F2 6.2621 -3.2269 -2.5711
F3 6.1162 -1.2384 -1.7601
C2 4.1954 -2.6311 -1.5915
C3 4.0672 -3.9550 -1.2215
C4 2.9550 -4.3784 -0.5088
C5 2.0010 -3.4286 -0.1828
N1 2.1064 -2.1565 -0.5511
C6 3.1752 -1.7092 -1.2493
S4 3.1366 -0.0444 -1.6643
H1 4.8450 -4.6589 -1.4888
H2 2.8394 -5.4056 -0.1940
H3 1.1154 -3.6535 0.4021
C7 -2.4338 5.9177 -0.3537
C8 -2.4071 4.4793 -0.8324
O1 -1.9566 3.5924 0.1856
P1 -0.3920 3.1555 0.2428
S5 0.7404 4.5860 0.9087
S6 0.1117 2.2406 -1.4550
O2 -0.5562 1.9091 1.2732
C9 -0.6708 2.1300 2.7204
C10 -1.7746 1.2566 3.2597
H4 -2.8488 6.5613 -1.1338
H5 -1.4299 6.2557 -0.1044
H6 -3.0563 6.0083 0.5379
H7 -1.7766 4.3645 -1.7200
H8 -3.4131 4.1433 -1.0981
H9 -0.8705 3.1908 2.8754
H10 0.2982 1.8706 3.1455
H11 -2.7402 1.5540 2.8401
H12 -1.8103 1.3603 4.3449
H13 -1.5760 0.2059 3.0489
I1 -0.0932 -1.5273 -3.3974
C11 -1.6268 -1.6356 -1.9822
C12 -2.5876 -2.6388 -2.0775
C13 -3.6023 -2.6477 -1.1403
C14 -3.6384 -1.6614 -0.1664
C15 -2.6257 -0.7200 -0.1542
N2 -1.6258 -0.7167 -1.0410
H14 -2.5183 -3.3811 -2.8593
H15 -4.3588 -3.4228 -1.1663
H16 -4.4070 -1.6359 0.5918
H17 -2.5755 0.0551 0.6017

Cartesian forces, eV/Å:
0.5 -0.3 0.6
0.0 0.0 -0.2
-0.1 -0.1 0.4
-0.1 0.1 -0.2
-0.1 0.0 -0.3
0.0 0.0 0.0
0.0 0.0 0.0
0.0 -0.1 0.0
0.0 0.0 0.0
0.0 0.0 0.0
0.0 0.0 0.0
-0.1 0.0 0.1
0.1 0.0 -0.1
-0.1 0.0 0.1
-0.1 0.2 -0.1
0.0 0.0 -0.1
0.0 0.0 0.0
0.0 0.0 0.0
0.0 0.0 0.0
0.0 0.0 0.0
0.0 0.0 -0.1
-0.1 0.0 0.1
0.1 -0.2 0.0
0.0 0.1 0.0
0.0 0.3 -0.2
0.0 0.1 0.0
0.0 0.0 0.0
0.0 0.1 0.0
0.0 0.0 0.0
0.0 0.0 0.0
0.0 0.0 0.0
0.0 0.0 0.0
0.0 0.0 0.0
0.0 0.0 0.0
0.0 0.0 0.0
0.0 0.0 0.0
0.0 0.0 0.0
0.0 0.0 0.0
0.1 0.0 0.0
-0.3 -0.1 0.1
0.2 0.1 -0.1
-0.1 0.0 0.1
0.0 0.1 -0.1
0.0 0.1 0.1
0.0 -0.1 -0.1
0.0 0.0 0.0
0.0 0.0 0.0
0.0 0.0 0.0
0.0 0.0 0.0


2.
The following is a DFT calculation (ωB97M-V/def2-TZVPD) of C15H17F3N2S2SiTa as an isolated structure.

Properties
* highest occupied orbital energy: -11.467 eV
* gap between HOMO and LUMO: 6.8 eV
* E_LUMO: -4.6 eV
* spin multiplicity: 1
* relative energy (zero: lowest compared OMol25 entry of this formula, charge and spin): 0.569 eV
* charge: +1

Positions of all 41 atoms, in Å:
Ta1 -0.2687 1.0899 -1.9003
C1 0.7224 -4.1440 1.7620
Si1 -0.2636 -3.1760 0.5120
C2 -1.5974 -2.2010 1.4005
C3 -1.0118 -4.3282 -0.7585
C4 0.9345 -1.9930 -0.3588
C5 2.2005 -1.8562 0.0695
C6 3.1457 -0.9493 -0.5671
C7 2.7022 0.0261 -1.3640
N1 1.3376 0.1092 -1.6637
C8 0.6077 -1.2629 -1.6427
S1 -1.2408 -0.3049 -3.5092
H1 0.0706 -4.8720 2.2495
H2 1.1358 -3.5025 2.5428
H3 1.5429 -4.6964 1.3007
H4 -2.1587 -2.8605 2.0657
H5 -2.3237 -1.7352 0.7315
H6 -1.1533 -1.4150 2.0157
H7 -1.7129 -5.0067 -0.2676
H8 -0.2420 -4.9359 -1.2378
H9 -1.5639 -3.8093 -1.5448
H10 2.5442 -2.4099 0.9343
H11 4.2004 -0.9966 -0.3367
H12 3.3321 0.8049 -1.7705
F1 -3.0908 3.5466 1.8716
C9 -1.8332 3.8843 2.1812
F2 -1.8688 5.0124 2.8932
F3 -1.3280 2.9171 2.9577
C10 -0.9994 4.0552 0.9320
C11 -0.3912 5.2555 0.6237
C12 0.3838 5.3863 -0.5331
C13 0.5273 4.2962 -1.3509
N2 -0.0621 3.1199 -1.0522
C14 -0.8204 2.9818 0.0612
S2 -1.4479 1.3506 0.1850
H13 -0.5180 6.0992 1.2890
H14 0.8606 6.3214 -0.7846
H15 1.1191 4.3253 -2.2564
C15 -0.8449 -0.9094 -1.8358
H16 1.0036 -1.7830 -2.5288
H17 -1.6293 -1.4339 -1.3155

Cartesian forces, eV/Å:
0.2 -0.5 -0.3
0.0 0.0 0.0
-0.1 -0.1 0.0
0.0 0.1 0.0
0.0 0.1 0.0
0.1 0.0 -0.1
0.0 0.0 0.0
0.0 0.0 0.0
0.0 0.0 0.0
-0.1 -0.1 0.0
0.1 -0.1 0.2
0.1 0.2 0.3
0.0 0.0 0.0
0.0 0.0 0.0
0.0 0.0 0.0
0.0 0.0 0.0
0.0 0.0 0.0
0.0 0.0 0.0
0.0 0.0 0.0
0.0 0.0 0.0
0.0 0.0 0.0
0.0 0.0 0.0
0.0 0.0 0.0
0.0 0.0 0.0
0.0 0.0 0.0
0.0 0.0 0.0
0.0 0.0 0.0
0.0 0.0 0.0
0.0 0.0 0.0
0.0 0.0 -0.1
0.0 0.0 0.0
0.0 -0.1 0.1
-0.2 0.2 -0.1
0.0 0.0 0.1
-0.1 0.1 0.2
0.0 0.0 0.0
0.0 0.0 0.0
0.0 0.0 0.0
-0.3 0.3 -0.2
0.0 -0.1 0.0
0.0 -0.1 0.0


3.
The following is a DFT calculation (ωB97M-V/def2-TZVPD) of one molecule with the formula C15H17F6N3O.

Properties
* highest occupied orbital energy: -8.359 eV
* gap between HOMO and LUMO: 8.6 eV
* SMILES: C[C@H](O)[C@H]1CN=C(N)N1CCc1cc(C(F)(F)F)cc(C(F)(F)F)c1
* E_LUMO: 0.2 eV
* spin multiplicity: 1
* relative energy (zero: lowest compared OMol25 entry of this formula, charge and spin): 0.000 eV

Positions of all 42 atoms, in Å:
C1 -5.4275 -0.8138 1.6133
C2 -4.7574 -1.5342 0.4497
O1 -3.8026 -2.4720 0.9103
C3 -4.1113 -0.5500 -0.5532
C4 -5.1504 0.3333 -1.2906
N1 -4.8506 1.6966 -0.9202
C5 -3.8128 1.6902 -0.1787
N2 -3.3020 2.8132 0.4058
N3 -3.2841 0.4397 0.1267
C6 -1.8867 0.2048 0.3375
C7 -1.0323 0.4295 -0.9393
C8 0.4128 0.2230 -0.6304
C9 1.2436 1.3010 -0.3485
C10 2.5723 1.0951 -0.0059
C11 3.4391 2.2954 0.2643
F1 3.8156 2.9053 -0.8744
F2 2.7955 3.2267 0.9890
F3 4.5601 1.9979 0.9280
C12 3.1044 -0.1832 0.0626
C13 2.2711 -1.2565 -0.2195
C14 2.7976 -2.6638 -0.1237
F4 2.3171 -3.4540 -1.0950
F5 4.1312 -2.7311 -0.1942
F6 2.4461 -3.2432 1.0400
C15 0.9406 -1.0624 -0.5576
H1 -4.6896 -0.2329 2.1649
H2 -5.8832 -1.5400 2.2825
H3 -6.1955 -0.1350 1.2565
H4 -5.4943 -2.1275 -0.1050
H5 -3.3718 -2.1040 1.6900
H6 -3.5138 -1.1454 -1.2542
H7 -5.0853 0.2350 -2.3788
H8 -6.1733 0.0866 -0.9977
H9 -2.3168 2.8371 0.6067
H10 -3.6892 3.6666 0.0385
H11 -1.7553 -0.8279 0.6677
H12 -1.5278 0.8625 1.1361
H13 -1.3600 -0.2780 -1.7023
H14 -1.2048 1.4405 -1.3120
H15 0.8607 2.3097 -0.3987
H16 4.1387 -0.3393 0.3260
H17 0.3156 -1.9160 -0.7747

Cartesian forces, eV/Å:
0.1 -0.3 -0.2
-0.2 0.4 -0.3
0.3 -0.2 0.2
-0.4 -0.4 0.1
0.2 -0.1 -0.1
0.0 0.7 0.1
-0.4 -0.5 -0.2
0.3 0.2 0.2
-0.2 0.1 0.1
0.3 0.2 -0.4
-0.3 -0.1 0.4
0.2 0.0 0.0
0.1 -0.2 0.0
0.1 0.0 0.1
0.1 0.2 0.0
0.0 0.0 -0.2
-0.2 0.0 0.1
0.1 -0.3 0.1
-0.2 0.1 -0.1
0.1 -0.1 0.0
0.0 -0.2 0.1
-0.2 0.0 -0.2
0.2 0.2 0.0
-0.1 0.1 0.2
0.2 0.2 0.0
0.0 0.1 0.0
-0.1 0.0 0.0
-0.1 0.1 0.0
0.0 0.1 0.0
0.0 -0.1 0.0
0.0 0.0 0.1
-0.1 -0.1 0.1
0.0 -0.1 0.0
0.0 0.0 0.0
0.1 0.0 0.0
0.0 0.1 0.1
0.1 -0.1 0.0
0.0 0.1 -0.1
0.0 0.0 -0.1
-0.1 0.1 0.0
0.1 0.0 0.0
-0.1 -0.1 0.0


4.
The following is a DFT calculation (ωB97M-V/def2-TZVPD) of C15H17I2N4O3W as an isolated structure.

Properties
* highest occupied orbital energy (alpha / beta): -15.996 / -16.035 eV
* gap between HOMO and LUMO (alpha / beta): 4.3 / 4.3 eV
* E_LUMO (alpha / beta): -11.7 / -11.7 eV
* expectation value of S²: 2.026
* spin multiplicity: 3
* charge: +3

Positions of all 42 atoms, in Å:
W1 -0.0811 -0.4933 -0.3594
I1 5.8423 4.4482 -1.1230
C1 4.4505 2.9524 -0.9273
C2 4.8270 1.6241 -1.1461
C3 3.8887 0.6108 -1.0269
I2 4.3872 -1.3832 -1.3350
C4 2.6019 0.9729 -0.7022
O1 1.6179 -0.0160 -0.5922
C5 2.1880 2.2675 -0.4545
C6 0.8014 2.5585 0.0576
N1 -0.2646 1.7082 -0.5998
C7 -1.6285 2.2050 -0.2532
C8 -2.6255 1.1496 -0.6145
C9 -3.9759 1.3922 -0.7442
C10 -4.8216 0.3383 -1.0512
C11 -4.2945 -0.9386 -1.2360
C12 -2.9438 -1.1170 -1.0982
N2 -2.1140 -0.0888 -0.7841
C13 3.1357 3.2699 -0.5718
H1 5.8486 1.3887 -1.4122
H2 0.5489 3.6014 -0.1355
H3 0.7261 2.3948 1.1345
H4 -0.1457 1.8616 -1.6053
H5 -1.8317 3.1319 -0.7904
H6 -1.6563 2.4287 0.8151
H7 -4.3596 2.3951 -0.6076
H8 -5.8862 0.5079 -1.1511
H9 -4.9255 -1.7783 -1.4915
H10 -2.4949 -2.0922 -1.2398
H11 2.8638 4.3005 -0.3798
C14 -0.4023 -4.0617 3.5760
O2 -0.9659 -2.9011 2.8475
C15 -0.5301 -2.5235 1.7206
O3 -1.0628 -1.4921 1.1748
N3 0.4464 -3.1585 1.0515
N4 0.7358 -2.6415 -0.2310
H12 -0.8205 -3.9784 4.5707
H13 0.6817 -3.9709 3.6119
H14 -0.7435 -4.9678 3.0812
H15 0.8186 -4.0618 1.3164
H16 0.4071 -3.2947 -0.9458
H17 1.7569 -2.5491 -0.3482

Cartesian forces, eV/Å:
-0.2 -0.3 0.7
0.2 0.2 0.0
-0.1 -0.2 0.0
0.0 0.1 0.0
0.2 0.0 -0.1
-0.1 0.0 0.0
-0.5 -0.4 0.1
0.6 0.2 -0.1
0.0 0.3 0.1
-0.1 -0.1 -0.1
0.0 0.0 0.1
0.1 0.0 -0.1
0.0 -0.1 0.0
0.0 0.0 0.0
-0.1 0.0 0.0
-0.1 0.0 -0.1
0.1 0.2 0.0
-0.4 0.0 -0.1
0.0 0.0 0.0
0.0 0.0 0.0
0.0 0.0 0.0
0.0 -0.1 0.0
0.0 0.0 -0.1
0.0 0.0 0.0
0.0 -0.1 0.0
0.0 0.0 0.0
0.0 0.0 0.0
0.0 0.0 0.0
0.0 0.0 0.0
0.0 0.0 0.0
0.0 0.1 -0.1
0.1 0.0 0.1
-0.2 -0.1 0.1
0.4 0.2 -0.4
0.0 0.0 -0.1
0.1 0.1 0.0
0.0 0.0 0.0
0.0 0.0 0.0
0.0 0.0 0.0
0.0 0.0 0.0
0.0 0.0 0.0
0.0 0.0 0.0


5.
The following is a DFT calculation (ωB97M-V/def2-TZVPD) of a 2-piece molecular cluster, C15H17N2O4S overall.

Properties
* highest occupied orbital energy: -13.024 eV
* gap between HOMO and LUMO: 8.7 eV
* E_LUMO: -4.3 eV
* spin multiplicity: 1
* relative energy (zero: lowest compared OMol25 entry of this formula, charge and spin): 0.000 eV
* charge: +1

Positions of all 39 atoms, in Å:
C1 -1.6494 -0.5805 3.1649
C2 -1.4629 -0.8625 2.0128
C3 -1.1310 -1.2200 0.5937
C4 0.3402 -1.6904 0.6197
C5 0.6008 -2.9321 1.2397
C6 1.9302 -3.3769 1.3099
C7 2.9390 -2.5764 0.7615
S1 4.6276 -3.2001 0.8933
N1 2.6634 -1.3914 0.1711
C8 3.7938 -0.5799 -0.3711
C9 4.5986 0.0910 0.7900
C10 1.3834 -0.9326 0.0903
N2 1.1302 0.3114 -0.5518
C11 0.7868 1.2080 0.2410
O1 0.2039 1.9727 0.8711
H1 -1.4719 -0.4358 4.2189
H2 -1.7285 -2.1092 0.3431
H3 -1.2960 -0.3796 -0.0941
H4 -0.2160 -3.5145 1.6727
H5 2.1521 -4.3233 1.8021
H6 4.7559 -3.2611 2.2474
H7 3.4185 0.2091 -1.0309
H8 4.4312 -1.2572 -0.9510
H9 4.1636 -0.1411 1.7768
H10 5.6210 -0.3163 0.8249
H11 4.6687 1.1787 0.6420
C12 -4.0190 3.7311 -2.5254
C13 -3.4533 2.7664 -1.5112
C14 -2.5420 1.7173 -2.0994
O2 -2.7186 0.6193 -1.1939
C15 -3.9650 0.7490 -0.6457
O3 -4.5005 -0.0960 -0.0108
O4 -4.4919 1.9620 -0.9304
H12 -4.6372 4.4810 -2.0319
H13 -3.2224 4.2407 -3.0686
H14 -4.6610 3.2113 -3.2382
H15 -2.9588 3.3135 -0.7028
H16 -1.4997 2.0326 -2.1240
H17 -2.8409 1.3954 -3.0997

Cartesian forces, eV/Å:
1.0 -0.3 0.3
0.0 0.2 -0.9
0.6 -0.2 1.2
-0.8 -0.5 0.1
1.1 0.7 -0.4
-0.9 0.7 -0.2
0.1 -1.2 1.2
-0.1 0.3 -0.2
0.1 0.2 -0.5
0.8 0.6 0.5
0.2 -0.4 -0.1
-0.4 -0.5 0.1
1.0 0.0 1.3
-1.7 -0.7 -0.7
0.9 0.4 0.0
-0.7 0.1 -0.4
0.0 0.5 -0.4
-0.1 -0.6 0.3
0.3 0.2 -0.2
0.2 0.3 -0.3
-0.5 0.1 -0.5
-0.2 -0.6 0.1
-0.3 0.2 0.1
0.0 0.3 -0.4
-0.4 0.2 -0.1
-0.1 -0.4 0.2
-0.4 0.0 0.1
-0.1 0.5 -0.5
0.3 0.0 0.0
-0.2 0.3 -0.2
-0.4 0.0 0.2
0.2 -0.1 0.0
0.4 -0.4 0.1
0.1 0.0 0.0
0.0 0.0 0.1
0.1 -0.1 0.0
0.0 -0.1 0.0
0.0 -0.1 0.1
-0.1 0.1 0.0


6.
The following is a DFT calculation (ωB97M-V/def2-TZVPD) of one molecule with the formula C15H17N3O3.

Properties
* highest occupied orbital energy: -7.944 eV
* gap between HOMO and LUMO: 8.5 eV
* SMILES: COc1ccc(NC(=O)NCc2ccncc2)c(OC)c1
* E_LUMO: 0.6 eV
* spin multiplicity: 1
* relative energy (zero: lowest compared OMol25 entry of this formula, charge and spin): 2.815 eV

Positions of all 38 atoms, in Å:
C1 5.1241 1.9177 -0.6445
O1 4.1991 1.9554 0.4138
C2 3.2196 1.0098 0.4658
C3 2.3434 1.0960 1.5431
C4 1.3143 0.1854 1.6792
C5 1.1177 -0.8163 0.7368
N1 0.1042 -1.7730 0.8346
C6 -1.2077 -1.6446 1.2201
O2 -1.9331 -2.6175 1.2767
N2 -1.6117 -0.3827 1.5548
C7 -3.0114 -0.1140 1.8184
C8 -3.7297 0.3532 0.5790
C9 -3.9607 -0.5303 -0.4707
C10 -4.5842 -0.0547 -1.6123
N3 -4.9754 1.2005 -1.7615
C11 -4.7575 2.0384 -0.7637
C12 -4.1384 1.6715 0.4216
C13 2.0217 -0.9204 -0.3364
O3 1.7893 -1.9591 -1.1950
C14 2.6782 -2.1666 -2.2645
C15 3.0617 -0.0125 -0.4668
H1 5.7031 0.9882 -0.6419
H2 4.6324 2.0393 -1.6155
H3 5.7964 2.7576 -0.4768
H4 2.4933 1.8765 2.2704
H5 0.6704 0.2340 2.5429
H6 0.3149 -2.6633 0.4040
H7 -1.0607 0.3897 1.2120
H8 -3.4440 -1.0554 2.1679
H9 -3.0803 0.6382 2.6098
H10 -3.6591 -1.5627 -0.3858
H11 -4.7849 -0.7077 -2.4516
H12 -5.0938 3.0546 -0.9252
H13 -3.9827 2.3961 1.2073
H14 3.6972 -2.3532 -1.9104
H15 2.6801 -1.3187 -2.9570
H16 2.3104 -3.0505 -2.7831
H17 3.7440 -0.0990 -1.2953

Cartesian forces, eV/Å:
0.1 0.0 -0.2
-0.2 -0.1 0.2
-0.2 0.0 0.2
0.2 0.1 -0.2
0.2 -0.1 -0.2
0.2 0.2 -0.2
0.2 -0.5 -0.2
0.2 0.2 0.0
-0.3 -0.3 0.0
0.0 0.2 0.1
0.0 -0.1 0.0
-0.1 0.1 -0.1
-0.1 0.1 0.0
0.1 -0.3 0.1
-0.3 0.2 -0.4
0.0 0.2 0.2
0.0 -0.2 0.0
-0.3 0.0 0.2
-0.2 0.3 0.5
0.2 -0.1 -0.2
0.2 0.0 -0.2
0.0 0.0 0.0
0.0 0.0 0.0
0.0 -0.1 -0.1
0.0 0.1 0.1
-0.1 0.0 0.1
-0.2 0.1 0.1
0.0 -0.1 0.0
0.0 0.2 0.0
-0.1 -0.1 -0.1
0.0 -0.1 0.0
0.0 -0.1 0.0
0.0 0.1 0.1
0.0 0.1 0.1
0.0 0.0 0.0
0.0 0.0 0.0
0.1 0.1 0.0
0.1 0.0 -0.1


Max |F| list, top to bottom, in eV/A: 0.896 0.618 0.704 0.780 1.960 0.595